Record 1
Entry from the OMol25 dataset: a 2-piece molecular cluster, C2H3NO3 overall at a distorted geometry (ωB97M-V/def2-TZVPD).

Last column: natural (NBO) charge in e.
Atoms and positions in Å:
C 1.474484 0.509174 0.249023  -0.15
C 0.931901 -0.729131 -0.261844  0.07
N -2.961478 -0.126150 -0.211533  0.51
O -3.120825 0.858032 0.440839  -0.27
O -2.001709 -0.679449 -0.671335  -0.27
O 1.628429 -0.701553 0.897434  -0.44
H 2.384551 0.927104 -0.001201  0.17
H 0.819673 1.285890 0.682537  0.17
H 0.844971 -1.343915 -1.123924  0.20

Cartesian forces, eV/Å:
C -2.0314 1.7833 -0.3834
C -0.5539 1.5641 0.3611
N 0.3941 -0.0091 -0.1009
O 0.2742 -0.4934 -0.3100
O -0.6337 0.4703 0.4036
O 0.0494 -2.6524 1.2875
H 1.9021 0.7055 -1.1505
H 0.0103 -0.6949 0.0822
H 0.5886 -0.6735 -0.1896

Computed properties:
- ΔE to the lowest compared entry with this formula, charge and spin (eV) = 8.473
- charge = 0
- gap between HOMO and LUMO (spin up / spin down) (eV) = 10.69 / 6.18
- max |F| (eV/Å) = 2.9

=====

Record 2
Entry from the OMol25 dataset: one molecule with the formula C4H6BrFO at a distorted geometry (ωB97M-V/def2-TZVPD).

Last column: natural (NBO) charge in e.
Atoms and positions in Å:
C -0.213307 -0.901243 -1.541161  -0.67
C -0.547131 -0.514848 -0.152415  0.20
F -0.728312 -1.674257 0.619950  -0.37
C 0.584483 0.360334 0.463476  -0.53
C 0.094065 1.220180 1.693846  0.53
O -0.980622 1.487715 2.146184  -0.49
Br 1.719526 1.984827 2.355064  -0.05
H 0.813641 -0.988879 -1.888255  0.22
H -0.695058 -1.954748 -1.699659  0.24
H -0.705396 -0.355649 -2.317692  0.23
H -1.470470 0.142030 -0.090779  0.19
H 1.583905 0.054375 0.648163  0.25
H 0.544677 1.140163 -0.236722  0.24

Cartesian forces, eV/Å:
C -1.2548 -3.2455 -1.7379
C 0.7711 1.0089 1.6311
F -0.1494 0.5180 -0.1654
C -3.7654 0.3861 1.3369
C -0.6702 -0.8670 -0.3219
O 1.5185 -0.6534 -0.9902
Br 0.6137 0.8227 0.9066
H 0.3025 0.0448 0.7355
H 0.9769 1.6476 0.3152
H -0.4512 0.9233 -0.1906
H 0.7858 -1.1421 -0.0178
H 0.5235 -0.8624 -0.1563
H 0.7991 1.4190 -1.3450

Computed properties:
- ΔE to the lowest compared entry with this formula, charge and spin (eV) = 0.241
- SMILES = C[C@@H](F)CC(=O)Br
- charge = 0
- gap between HOMO and LUMO (eV) = 11.17
- max |F| (eV/Å) = 4.0

=====

Record 3
Entry from the OMol25 dataset: a 3-piece molecular cluster, C3H14N2O2 overall at a distorted geometry (ωB97M-V/def2-TZVPD).

Last column: natural (NBO) charge in e.
Atoms and positions in Å:
N 1.221901 0.764598 2.711232  -0.85
C 0.760402 1.195034 1.373543  -0.21
C 0.835130 -0.004769 0.392744  -0.42
C 0.696834 0.661193 -1.009034  -0.23
N 0.990539 -0.411349 -2.000809  -0.89
H 0.514308 0.164856 3.115704  0.35
H 1.411457 1.517491 3.356888  0.36
H -0.253067 1.594918 1.455303  0.18
H 1.429030 1.988020 1.035445  0.17
H -0.065570 -0.556566 0.625442  0.21
H 1.785915 -0.498700 0.526291  0.21
H -0.333844 0.981295 -1.104490  0.22
H 1.423763 1.466915 -1.053738  0.18
H 1.927344 -0.359459 -2.370610  0.37
H 0.342502 -0.490966 -2.773091  0.37
O -1.530445 -1.966063 -1.396698  -0.97
H -1.479120 -2.785992 -0.890593  0.48
H -0.619228 -1.625726 -1.378416  0.50
O -2.243253 0.091053 0.217677  -0.98
H -3.062818 0.543353 -0.011321  0.47
H -2.289619 -0.711930 -0.346634  0.50

Cartesian forces, eV/Å:
N 0.0893 -0.3352 -0.3001
C 0.6314 -0.5728 1.0208
C -0.8174 3.1715 0.1156
C 0.5085 -2.4432 0.4799
N -0.4387 0.0951 -0.0534
H 0.0651 0.0323 0.1864
H -0.1956 0.1565 -0.1040
H -0.0696 0.0300 -0.5014
H 0.0010 0.0650 0.0126
H 0.2372 -0.8539 -0.2057
H 0.0385 -0.3958 -0.0424
H 0.0247 0.3788 -0.1884
H -0.1620 0.2877 -0.3250
H 0.0052 -0.0384 0.0192
H 0.0951 0.4776 -0.1075
O 0.0681 -0.3037 0.1123
H -0.0624 0.0259 -0.1197
H 0.1877 -0.0207 -0.1064
O -0.6561 -0.1877 -0.3364
H 0.0692 0.1768 0.2180
H 0.3808 0.2542 0.2256

Computed properties:
- ΔE to the lowest compared entry with this formula, charge and spin (eV) = 0.705
- SMILES = NCCCN.O.O
- charge = 0
- gap between HOMO and LUMO (eV) = 9.63
- max |F| (eV/Å) = 3.3

=====

Record 4
Entry from the OMol25 dataset: a 15-piece molecular cluster, C5H37N2O14 overall at a distorted geometry (ωB97M-V/def2-TZVPD).

Last column: natural (NBO) charge in e.
Atoms and positions in Å:
C -1.609986 -2.192249 -1.458886  -0.63
C -0.736894 -2.102549 -0.202007  -0.43
C -0.926610 -0.858794 0.604718  0.13
C -2.071448 -0.540091 1.263622  -0.06
N -1.777530 0.672368 1.823330  -0.46
C -0.481366 1.032156 1.691547  0.25
N 0.072110 0.026289 0.887760  -0.51
H -2.593304 -2.638064 -1.219173  0.23
H -1.296190 -2.980352 -2.120912  0.23
H -1.768092 -1.191077 -1.853464  0.23
H 0.426472 -2.206599 -0.367045  0.19
H -1.044821 -2.991824 0.374806  0.24
H -2.940460 -1.082575 1.535108  0.28
H -2.518187 1.314159 2.111975  0.47
H -0.067371 1.909322 2.201151  0.31
H 1.011695 0.042363 0.421890  0.47
H 0.372688 0.030728 -4.196017  0.48
H 1.301908 1.227292 -4.398444  0.48
O 1.283091 0.321558 -4.080486  -0.96
H -0.637811 -1.470450 4.795486  0.49
H -0.073693 -1.245848 3.372864  0.47
O 0.071157 -1.724186 4.197656  -0.95
H 2.975650 -1.184531 2.917470  0.49
H 1.850859 -1.450980 3.884695  0.49
O 2.525858 -0.761058 3.706694  -0.99
H -4.499818 0.398951 -2.998919  0.47
H -3.212534 1.067298 -2.426659  0.50
O -3.546148 0.320263 -2.940306  -0.97
H 2.279280 2.444244 -0.479106  0.52
H 2.013023 2.956834 -1.875213  0.50
O 1.768109 3.108697 -0.954891  -0.94
H 3.383304 -4.291947 -0.338077  0.49
H 3.441553 -2.848795 -0.944265  0.50
O 3.808897 -3.430934 -0.254739  -0.97
H 0.927204 1.689080 4.674433  0.49
H 1.422615 0.515239 3.649562  0.52
O 0.876242 1.355784 3.763270  -1.03
H 3.672340 -0.432759 0.107822  0.49
H 3.442308 -0.461645 -1.402936  0.49
O 3.509390 0.176876 -0.640149  -1.03
H -1.945626 3.358196 -1.734771  0.49
H -2.256657 3.560454 -3.225474  0.48
O -2.440372 2.968807 -2.485707  -1.00
H -5.390226 -0.838092 0.416639  0.48
H -4.300044 -0.653419 -0.640699  0.49
O -4.469770 -1.043242 0.225780  -0.96
H -0.585132 4.642394 -0.463354  0.49
H 0.263038 3.378357 -0.780535  0.52
O -0.686670 3.684836 -0.510427  -1.02
H 3.807424 -2.359602 1.173808  0.53
H 4.701580 -1.331059 1.990920  0.51
O 3.856168 -1.451886 1.536112  -0.99
H 1.750197 -1.590144 -2.658202  0.49
H 2.992280 -1.369075 -3.487008  0.51
O 2.712627 -1.542980 -2.558031  -0.97
H -2.149160 2.994718 0.204135  0.50
H -3.605774 2.698409 -0.205313  0.49
O -2.887348 2.371123 0.367950  -1.00

Cartesian forces, eV/Å:
C -0.6860 -0.0721 0.7264
C 2.0134 -1.0631 0.0326
C -0.7038 -2.5153 -0.2831
C 2.1548 1.0447 0.0770
N 1.0579 0.8155 1.3342
C -1.5498 -1.4155 -1.7063
N -0.0429 2.4671 0.8566
H 0.1428 0.7966 0.4214
H 0.8638 0.2665 -0.7797
H 0.0163 -0.3257 -0.7290
H -2.1652 0.0343 -0.0903
H 0.5555 0.4507 0.2773
H -0.4255 -0.1061 -0.5067
H 0.5851 -0.1572 0.2244
H 0.1415 -0.6171 -0.8890
H -1.0908 0.0325 0.8116
H -0.1025 0.1244 -0.1234
H -0.0346 0.0398 -0.1408
O -0.0625 -0.1075 0.1133
H 0.0149 0.0635 -0.0062
H -0.3066 0.0557 0.1809
O -0.1736 -0.3219 -0.2414
H -0.2538 1.0145 0.7086
H 0.3382 0.5675 0.6796
O -0.1995 -1.4417 -1.0012
H -0.0808 0.2511 -0.0626
H -0.1186 0.3924 -0.2771
O 0.1821 -0.5718 0.3290
H 0.1665 -0.2036 0.1792
H 0.0485 0.0624 -0.0109
O 0.3710 -0.1712 -0.4036
H 0.0279 0.1326 -0.1332
H 0.1138 -0.4445 -0.0556
O -0.2359 0.2151 -0.0051
H 0.3335 -0.5469 -0.4564
H 0.0299 1.0574 0.7261
O 0.2367 -0.2327 0.4808
H 0.1370 0.5313 0.0458
H -0.1763 1.1230 0.6845
O -0.3652 -0.8793 -0.4722
H 0.1246 -0.3070 -0.4412
H -0.1839 -0.1842 0.0115
O 0.0428 0.3300 0.1380
H -0.1031 -0.0820 -0.0550
H 0.1126 -0.0210 -0.1164
O -0.6323 0.0330 -0.2185
H -0.0972 0.0660 0.1754
H -1.3733 0.2114 0.6481
O 1.2653 0.1875 -0.3938
H 0.3725 -0.0372 -0.1489
H -0.0072 -0.2201 -0.2733
O 0.1228 -0.0608 0.2732
H 0.2305 0.1945 0.2142
H -0.0974 -0.0924 0.9415
O -0.0116 -0.5524 -1.2030
H -0.1378 -0.3861 0.0868
H 0.4047 -0.1905 0.3901
O -0.7889 0.7661 -0.5440

Computed properties:
- ΔE to the lowest compared entry with this formula, charge and spin (eV) = 1.108
- charge = +1
- gap between HOMO and LUMO (eV) = 9.75
- max |F| (eV/Å) = 2.7